90
Properties=species:S:1:pos:R:3 method="wB97M-V/def2-TZVPD" largest_force_ev_per_a=3.924 homo_lumo_gap_ev="5.49 / 5.49" charge=+4 e_lumo_ev="-14.026 / -14.027" e_tot_ev=-137145.7761
H 2.10851 -3.42063 -1.40803
H -1.29650 -2.33662 -4.81173
C -4.13082 -0.30230 3.35647
H 3.28933 -1.13737 -0.67176
H 4.21838 2.66851 -2.40289
C 0.66134 -0.83825 5.58749
C 4.75666 -0.05122 -1.84348
H -2.07991 -4.06904 1.25675
H 5.01399 0.68905 -1.07631
H 3.11838 -1.36531 -2.41016
H -4.63549 -0.23501 -0.44090
H 2.66279 3.47181 -2.70949
C 0.58439 0.07878 3.21145
H 5.50226 -0.85767 -1.78274
H -2.76557 1.34392 -3.70111
H -1.44829 -0.82922 5.11131
C 3.34707 3.12864 -1.91863
C -2.40900 -3.03353 -0.64487
C 2.13629 2.12882 4.81307
H -3.07552 0.40387 -1.56871
C 2.64158 2.19557 -0.93559
C -1.07600 3.21283 -1.36625
H -0.88167 -3.92019 -2.89393
C 1.77297 -3.61944 -0.38345
C 0.64028 2.13728 4.61099
C -2.66395 -3.24019 0.84646
H -1.18617 -0.93925 -3.73842
H -3.72479 -3.47446 1.00750
H 3.30068 1.94669 -0.08880
H 0.70272 0.13060 6.11023
H 1.69017 -1.47066 3.81448
H 1.39651 -1.49479 6.08430
H -0.66874 -2.44156 5.10124
C -0.70640 -1.46857 5.59852
Br 1.25477 4.19758 -4.69278
H -1.32236 2.76275 -5.24107
C -2.03811 2.06255 -3.31926
H -2.40861 0.99411 3.09279
H 3.17573 -0.11887 -4.51268
H 2.17044 -2.82736 0.26205
C -0.24892 3.57971 -3.55626
H -1.01462 -1.62005 6.63573
C -3.22077 0.44108 2.60316
N -5.11574 -1.00636 2.79803
H 4.87972 0.41978 -2.82726
N 1.22764 -0.63875 4.17405
C -2.44875 1.25853 0.36719
P -0.72832 -2.38564 -1.06333
H 2.29911 1.13094 -5.41484
H -0.02512 -3.77847 0.78837
N 0.17769 1.32846 3.45011
H 2.24962 -4.55874 -0.06113
H 3.48698 1.61588 -4.20520
P 1.98887 0.61281 -1.61174
H 0.10310 1.79775 5.50448
C 3.34809 -0.61143 -1.63855
H -1.07522 3.42607 -0.29736
C -0.59699 -2.86378 -2.84216
H -1.95289 2.09841 0.86877
C 0.26400 -3.74022 -0.26836
C -2.47170 1.14424 -1.04871
C 1.58285 0.87823 -3.38985
C -0.25254 3.94935 -2.22475
C -1.88550 2.18598 -1.91612
C -1.23449 2.79667 -4.16043
S 0.30057 -0.60773 1.54860
H 2.64405 2.60510 3.96330
H -6.12922 -1.51564 1.05341
H -3.13359 -2.31673 -1.06638
Hf -0.33263 0.07865 -0.63993
H -2.44258 -2.34008 1.42408
H 0.37041 4.77123 -1.85881
C -1.44610 -2.01085 -3.77194
H 1.77955 2.72646 -0.50118
C -5.28064 -0.96970 1.48058
H -2.51953 -2.09781 -3.54991
H 0.81467 0.13991 -3.68818
H 1.08287 1.85139 -3.43665
C 2.71411 0.87173 -4.43003
H -2.54606 -3.97708 -1.20226
H -4.07170 -0.29683 4.45156
H -0.08646 -4.67827 -0.72295
H 2.51768 1.10737 4.91837
H -0.21845 1.80122 2.63587
H 2.37214 2.70031 5.71859
H 0.28825 3.15254 4.39201
C -4.43442 -0.23955 0.62755
H 0.46518 -2.80073 -3.10465
H 3.70294 4.03810 -1.40551
C -3.37447 0.48472 1.19853

***

95
Properties=species:S:1:pos:R:3 method="wB97M-V/def2-TZVPD" largest_force_ev_per_a=2.235 homo_lumo_gap_ev=8.01 e_lumo_ev=-1.162 smiles="O=C1C=C(P(O)(O)=S)C(=O)C=C1Br.C1CCOC1.C1CCOC1.C1CCOC1.C1CCOC1.C1CCOC1.C1CCOC1" e_tot_ev=-142592.3787
H 3.35939 -0.99014 7.73607
H 2.91232 1.90046 -0.40464
H 4.34312 2.92897 -0.55793
O 4.25384 9.73363 1.06779
H 6.28077 2.51696 1.44127
H -8.02678 -7.25270 -1.24713
C 0.66887 -0.94711 -2.59478
H 5.18200 7.36361 -0.18638
H -2.76900 -5.30157 -2.68424
H -7.03455 -10.41205 -3.13384
H -4.02909 -7.32127 -3.13704
H -1.95593 5.10414 2.56156
C 5.38619 2.01630 1.82865
H 3.61812 6.62061 0.17546
H 3.74630 9.15624 -0.85451
O -6.80708 -8.57781 -2.23644
C 3.62545 8.80967 0.17303
O -4.22199 -4.02597 -3.39662
H 1.92727 -0.98835 0.11944
H -3.64791 -6.12776 -5.22809
O 4.83344 -0.42936 4.83668
O 3.35849 -1.52417 -2.98149
H 1.55461 6.18305 1.51524
H 2.55521 8.78525 0.40874
C 4.01603 -0.44342 7.05958
H 2.49346 2.68411 1.84783
H 2.33533 0.32687 5.95534
H 1.65235 0.60904 -3.66706
H 5.35802 0.78759 0.01956
H 5.67746 1.38513 2.66977
C -8.66952 -9.96935 -1.77522
C -1.67289 5.48122 1.57509
H -1.01599 4.57492 -0.28641
C 4.55958 -1.30805 5.93344
H -9.18762 -10.86329 -2.12118
H -0.75676 7.22991 2.54550
S 1.85499 -3.61925 -1.70677
O 2.66646 -0.98476 -0.51531
O 4.47469 3.02770 2.27773
C -0.71672 -1.56793 -2.31198
O -1.02161 -1.98156 -1.25041
C -4.55449 -6.38042 -3.29284
H 3.45404 -2.39608 -3.40073
H 3.76058 7.33554 2.50376
O -0.93299 1.77283 -3.93948
H 3.71667 1.19967 4.20864
H -4.43896 -3.88696 -5.44699
H 0.81532 5.43050 2.94388
H -10.08694 -8.30013 -1.97269
C -9.16852 -8.68475 -2.41514
H -6.57070 -10.46726 -1.42150
H -2.57359 5.83579 1.07493
C 3.37523 3.11004 1.35900
C 4.64051 7.54493 1.88873
C -7.98163 -7.75637 -2.21868
H -5.56449 -6.48611 -2.89598
C 4.27470 7.45736 0.41635
H 6.09227 9.15619 1.77985
C 3.77015 2.30389 0.13317
C 4.24189 0.85005 5.09868
H 4.06679 0.44515 1.17682
C 0.71673 0.11515 -3.38408
P 2.17177 -1.71820 -1.87212
H 4.85012 9.40228 3.02357
C 4.67280 1.23990 0.73585
C 3.31836 0.66815 6.29144
H 4.84122 -0.02909 7.64509
O 0.43432 4.47781 1.16613
H -5.92231 -4.23328 -4.52923
C -1.65952 -1.56831 -3.52131
C -1.60559 -0.48735 -4.33142
H -8.77857 -9.91026 -0.68901
H 5.04919 1.55461 5.32474
C -0.94718 4.39875 0.79236
H -0.52140 7.12541 0.79630
H 3.18203 1.58312 6.86721
H 3.81617 -2.04130 5.60179
H -9.34517 -8.84586 -3.48200
H -7.90850 -6.99746 -3.00017
C 0.65526 5.69109 1.89202
H -1.32701 3.39838 1.00555
H -2.33001 -2.44029 -3.72882
C -0.59215 6.54086 1.71765
C -4.61283 -5.94497 -4.74662
C 5.03494 9.00650 2.02384
H -4.15151 -5.05880 -1.59802
H 3.17014 4.15536 1.12552
H 5.43387 6.86027 2.18668
C -7.19751 -9.95425 -2.15217
H -5.38388 -6.44923 -5.32877
C -3.85834 -5.19572 -2.63946
H 5.47068 -1.83958 6.21238
C -0.63547 0.63040 -3.90388
Br -2.68433 -0.35331 -5.94045
C -4.85247 -4.45413 -4.61072

***

99
Properties=species:S:1:pos:R:3 method="wB97M-V/def2-TZVPD" largest_force_ev_per_a=5.386 homo_lumo_gap_ev=7.04 charge=+1 e_lumo_ev=-4.527 e_tot_ev=-89582.5442
P 1.27818 -1.40587 -4.35198
C 0.07713 0.02224 3.96336
F -6.31830 -1.50309 -0.11526
C -2.63688 -1.75677 1.72064
H 1.84330 6.87383 -2.20417
C -7.25801 -1.21083 4.55595
C 3.27688 6.44757 -3.77303
H 1.48470 7.63853 -3.75457
H 2.35649 0.42619 -6.26004
O 1.57736 -2.97472 -4.13318
H 3.75185 2.91777 -3.40738
O -7.57017 -2.14363 1.85031
C -2.03250 -5.84008 3.26511
H -2.82343 -2.43998 5.65579
H -1.79670 -2.23346 -1.88736
O -6.55998 -3.82724 0.42673
C 2.29058 7.36109 -3.07577
C 3.87098 3.19585 -1.27026
N -6.27714 -2.76678 6.14240
C -3.89990 -1.84823 1.14519
H 3.66821 1.56961 -5.97509
C 0.43207 -1.06722 1.87423
H -0.95603 0.02612 -2.08591
C -2.44136 -2.22404 3.00454
C -0.17599 -1.06038 3.12245
H -0.56891 -3.12628 3.38373
H -2.56772 -6.33354 5.27474
O 0.24990 -1.25845 -5.39681
H 3.48177 -2.52770 -6.14014
H 4.44155 2.29607 -1.03722
C -4.92666 -2.39787 1.85543
P 4.28529 5.79116 -1.37764
H -2.85781 -1.41274 -3.04975
H 1.27529 -3.62468 -6.08329
C 1.96329 -3.78164 -5.24928
H 4.06593 -3.54745 -4.81984
H 3.17888 3.37656 -0.44203
H -6.66588 -3.79507 3.24614
H 2.38773 3.80337 -2.71853
H 2.21410 1.60484 -4.95778
H 0.27631 -1.90249 1.19686
C -1.83954 -1.76672 -2.87602
C -3.27090 -3.27670 5.11566
H 4.15279 0.55728 -3.77696
H -1.61083 -2.54339 -3.60425
C 5.85925 7.35107 0.08541
C -0.85091 -0.61898 -2.96230
O 4.80834 4.25565 -1.38050
H -1.84665 -1.33704 1.11639
H -5.52648 -4.25352 4.47276
H -0.97869 -5.67608 3.48553
H -8.25762 -1.55211 4.26927
H 1.69172 -0.01417 0.47526
H -3.88476 -5.56246 4.39116
C 0.91000 1.06187 3.57783
H 4.92622 7.83707 0.36836
O -2.33722 -4.32022 5.12025
C -6.47274 -2.43878 4.93371
H -2.33630 -5.12644 2.49611
C 3.39380 -3.51565 -5.67761
H -4.06967 -1.48892 0.14170
C 3.57304 -0.00262 -4.50958
H -7.38549 -0.54382 5.40350
C 1.23984 -0.02586 1.45825
O 3.46856 5.99280 -0.16537
H 2.78495 8.26943 -2.72892
O 5.67746 6.54588 -1.08079
H 1.85880 -4.81745 -4.92920
S -6.50125 -2.54174 1.01369
H 3.71956 -4.25343 -6.41051
H 2.49826 2.05610 -2.48721
H 1.10230 1.86882 4.27156
H 2.13293 1.85837 2.03168
O 2.63849 -0.79333 -3.74587
O 0.49222 -1.08655 -2.95992
N -4.76138 -2.83214 3.13137
H -6.87709 -0.70460 3.67217
H -1.07890 -2.13403 4.71191
C -5.89585 -3.40738 3.90594
C 3.08350 2.97637 -2.54758
C 6.42878 6.54306 1.23370
H 6.40405 7.12009 2.15893
H -6.69322 -2.08600 6.77557
H 5.87207 5.61787 1.38206
C -2.80452 -5.55210 4.55180
C 2.91576 0.95445 -5.48244
H -1.04476 0.00129 -3.83657
H -2.21878 -6.86535 2.95354
C -1.06121 -2.17879 3.62721
H -0.36323 0.03841 4.95479
H 2.78223 5.53584 -4.11903
H -4.17320 -3.53632 5.66514
C -3.53574 -2.76034 3.70549
C 1.48422 1.03967 2.31578
H 6.55744 8.14171 -0.19172
H 7.46319 6.26520 1.02709
O 4.41249 6.09971 -2.95856
H 4.27380 -0.65899 -5.03031
H 3.67650 6.94346 -4.65665

***

88
Properties=species:S:1:pos:R:3 method="wB97M-V/def2-TZVPD" largest_force_ev_per_a=1.312 homo_lumo_gap_ev="6.78 / 6.41" charge=+2 e_lumo_ev="-6.482 / -7.013" e_tot_ev=-57829.8170
H 2.60409 -1.86753 -1.63536
Ir -0.33757 -0.61130 -0.17976
H 1.25648 4.37868 3.32852
C -3.72571 -0.30379 3.50144
C 1.25579 -3.56692 0.06534
H 0.47575 -4.70357 -1.61552
H -0.51774 3.90782 -0.12821
H 2.13096 2.03090 -3.84317
P 0.99243 -0.20345 -2.11137
H 0.76698 -1.75169 -3.87673
H 1.08027 -4.18700 0.94392
C 1.56212 2.43906 -3.01795
H 4.52542 -1.29022 -3.01699
C 0.09182 3.49008 -0.91680
H -1.39025 1.24973 4.48938
H 2.82104 0.11315 0.04078
H 1.46002 3.41692 1.10297
H -0.44508 -3.44898 2.65854
H -3.41385 -1.45176 1.73739
H 0.49479 -0.39056 -5.89860
H 1.00309 -0.82786 4.69114
C 0.21774 -3.84229 -0.99820
H -0.68852 2.85331 6.13618
H -2.11875 -3.05212 3.06341
N -2.15886 -1.83127 -0.84834
H 3.73580 0.16075 -3.61275
H -1.48042 -1.07346 -4.81155
H -1.57718 0.19787 -3.59389
C -3.68122 0.61868 1.15806
C 1.90544 4.72170 -4.02781
C -2.21018 -3.28931 -1.20291
C 0.38501 -0.72818 -3.78807
H 0.21648 -2.97038 -1.65926
H 2.04226 -1.67089 0.19584
H 1.35471 -2.17776 3.63919
H -0.95072 -3.36802 4.33675
C -3.12826 -0.45693 2.10460
H -3.19844 0.61717 0.17690
C 0.66864 3.50393 3.07726
H 2.87785 4.37495 -4.37598
H 3.09477 -1.44190 -4.02602
H -2.57216 -1.30503 -1.61103
H 0.31175 5.36370 -1.90460
C 2.72504 -0.82556 -1.95446
C 0.86737 0.08651 -4.99087
H 1.23768 4.74740 -4.89193
C -0.71218 1.20150 2.44901
H 0.45966 1.09652 -4.96530
N 1.18258 -2.11632 0.48909
H 2.26475 -3.78991 -0.28138
H 1.18323 -2.06577 1.49904
C 0.82311 -1.22380 3.69306
N 0.05875 1.24108 0.15544
C -1.16887 -4.00701 -0.37561
C -0.15899 2.93495 4.04852
H 4.35153 -0.56580 -0.54194
C 3.55264 -0.84728 -3.23752
C 1.03227 1.59005 -2.05144
H 1.29535 -0.52223 2.99937
C 0.02840 1.84023 1.46186
H -3.51208 0.68210 3.91579
C 3.44414 -0.04272 -0.84650
C -1.14152 -0.78038 -3.81737
H -3.21681 -3.67451 -1.03915
C -0.81681 1.75485 3.72132
H 0.65285 3.94716 5.76350
H -1.99473 -3.38850 -2.26706
C 1.35331 3.81448 -2.96442
C -0.30123 3.56129 5.40553
H -0.99319 4.40502 5.35909
H -1.18798 -3.52961 0.60621
H -1.40404 -5.05948 -0.21704
C 0.77222 2.97338 1.80693
H 1.94993 0.14389 -5.07833
H 3.73452 0.94410 -1.20824
C -1.07744 -2.90256 3.35840
C 0.55812 4.30887 -1.92889
H -1.23600 -0.99323 4.27387
H -4.75303 0.48142 1.01281
H 2.01024 5.74208 -3.66366
H -4.81083 -0.39283 3.43005
H -1.51670 -1.51164 -3.11033
C 0.39725 2.12931 -0.92992
H -3.38690 -1.06800 4.20004
H -2.77548 -1.69499 -0.05834
H -3.52879 1.60908 1.59050
P -1.28884 -0.43410 1.99814
C -0.68906 -1.42526 3.43537

***

91
Properties=species:S:1:pos:R:3 method="wB97M-V/def2-TZVPD" largest_force_ev_per_a=0.895 homo_lumo_gap_ev=6.65 de_lowest_kcal_mol=9.5 charge=-1 e_lumo_ev=2.795 e_tot_ev=-66418.1734
H -1.25158 -2.95282 -2.87219
C -1.75641 -1.64425 3.47924
H 0.42734 -0.36394 5.78365
H 1.28930 5.05992 0.39721
H -1.84656 -3.74438 2.91485
H -0.06838 2.80463 4.21661
C -0.87149 2.80102 3.47908
C -1.25864 -2.84917 2.65926
C -4.47423 -1.04446 -2.89381
C 0.96903 -0.02370 3.68191
C -2.27451 1.45369 5.01810
H -1.10297 -1.04960 -5.36801
H -5.38481 0.86016 1.42575
Ca -0.69822 -0.04973 -0.11968
C 0.29214 3.11983 -0.07325
C 1.63473 -1.39837 3.50928
H 0.32172 0.43347 -2.48320
H 0.07260 -2.06401 -2.09300
N 1.61970 -1.02630 -0.32994
H -3.41647 0.12112 0.10543
H -0.20531 -3.08104 2.83126
C -1.92946 -0.97893 -4.65470
C 2.46487 3.29545 -0.24480
H -5.93380 -0.79696 1.65204
H -0.76574 3.26604 0.09075
C -3.50274 -0.62303 -1.94235
H -1.48059 1.21616 5.72752
N 0.75377 1.92789 -0.46454
C -3.25322 -1.52489 3.15343
C -1.31345 -0.82465 -3.25375
H -1.39042 -2.68252 1.58282
H -7.39070 -0.80969 -1.15291
H -3.76675 -0.80094 3.78705
C -5.83480 -1.11801 -2.60867
H 1.17788 -2.16741 4.13407
H -2.67260 2.04498 1.64253
C -0.54396 -2.12860 -2.99462
C 1.33940 4.03113 0.08217
H -2.53992 -0.11781 -4.93516
H 0.69342 1.33363 5.38947
H 4.83395 -0.98419 -0.29559
H 1.05549 -2.94797 0.29770
C 1.87090 -2.27569 0.07144
N -2.14139 -0.53356 -2.05564
H -6.73479 -0.93247 -4.56354
H 0.38345 0.15192 -4.21261
H 2.06972 0.24328 5.53051
C -1.76330 1.55395 3.57423
H -3.42765 -1.24131 2.11031
H 3.75605 -3.39753 0.47358
H -7.80874 -1.61176 -3.33417
C 3.24586 -2.50091 0.16350
C -2.97040 1.84270 2.67839
B 3.01101 0.95721 -1.20300
C 1.87336 0.96253 2.92002
H -2.22259 -2.89835 5.19285
H 4.15798 1.29930 -1.00456
H 2.75522 0.85110 -2.38888
N 2.81765 -0.43006 -0.50132
C -6.77736 -1.59077 -3.69138
C -1.62012 -2.00403 4.96385
C -6.32732 -0.76089 -1.36669
H -3.50926 2.73155 3.03980
C -0.30077 0.32110 -3.37698
C -4.07991 -0.24939 -0.67867
H 2.90071 0.89606 3.31208
H -0.82797 1.26456 -3.53668
Si -0.81974 -0.02521 2.84166
H 2.69365 -1.32844 3.80174
N 2.09170 2.04868 -0.56469
H -6.51696 -2.59680 -4.03162
C -5.42951 -0.31616 -0.39050
C -5.96117 0.05875 0.97108
H -0.41257 2.90640 2.49219
H -3.74348 -2.49844 3.30837
H 0.13192 -2.36541 -3.82352
H -2.51499 -1.88958 -4.75481
H 1.55396 2.00197 3.01218
H -1.96750 -1.19969 5.61633
H 3.50684 3.57446 -0.27077
H -1.48212 3.70008 3.65829
H -3.67063 1.01373 2.66090
H -0.59066 -2.23378 5.24043
H -3.05440 0.69597 5.12750
H -2.71685 2.41630 5.32531
H 1.61177 -1.74147 2.47235
H -6.99786 0.39010 0.89837
H 1.91856 0.72413 1.85286
C 3.80275 -1.29072 -0.21177
H -4.19514 -1.33758 -3.88293
C 1.02840 0.31840 5.17704